Entry 1:
The following is a quantum chemistry calculation of C2H2FNO2 as an isolated structure, from the Open Molecules 2025 dataset.

CARTESIAN COORDINATES (ANGSTROEM)
C: 0.676 0.550 -0.063
C: -0.903 -0.542 0.014
N: 1.860 -0.123 0.014
O: 1.804 -1.336 0.015
O: 2.872 0.546 0.041
F: -1.979 0.102 0.060
H: 0.606 1.484 0.513
H: -0.969 -1.408 -0.541

Forces on atoms 1 to 6 (eV/Å):
C -6.7 -1.6 0.9
C 6.8 4.2 0.4
N 0.4 -0.9 0.0
O 0.5 -1.0 -0.1
O 0.8 0.4 0.0
F -2.2 1.5 0.3

Calculated values
net charge: 0
E_HOMO (spin up / spin down): -10.3 / -9.7 eV
energy above the lowest of the compared OMol25 structures with the same formula, charge and spin: 804.2 kJ/mol

=====

Entry 2:
The following is a quantum chemistry calculation of C27H65N3O13 as an isolated structure, from the Open Molecules 2025 dataset.

CARTESIAN COORDINATES (ANGSTROEM)
C: 5.474 -2.925 5.023
C: 6.825 -2.587 5.632
O: 7.816 -2.282 4.593
C: 9.120 -2.169 4.971
O: 9.572 -2.402 6.063
O: 9.844 -1.876 3.861
C: 11.267 -1.933 3.737
H: 4.776 -2.088 5.058
H: 5.085 -3.722 5.655
H: 5.579 -3.354 4.026
H: 7.236 -3.386 6.249
H: 6.786 -1.759 6.339
H: 11.700 -2.826 4.188
H: 11.632 -1.034 4.234
H: 11.581 -1.834 2.698
C: 3.393 -8.233 3.120
C: 4.376 -7.111 3.583
O: 3.728 -6.376 4.543
C: 4.415 -5.433 5.145
O: 5.487 -4.963 4.741
O: 3.690 -5.122 6.229
C: 4.001 -3.917 6.817
H: 3.149 -8.983 3.873
H: 3.729 -8.750 2.221
H: 2.370 -7.900 2.946
H: 4.747 -6.367 2.877
H: 5.254 -7.587 4.019
H: 3.614 -3.939 7.835
H: 3.846 -3.044 6.183
H: 5.045 -3.978 7.121
C: -2.335 -7.478 1.691
O: -0.940 -6.973 1.571
C: -0.365 -6.858 2.874
C: 0.975 -6.153 2.846
N: 0.925 -4.842 2.178
C: 2.268 -4.308 1.827
C: 2.123 -3.065 0.915
O: 1.161 -3.081 -0.097
C: 1.297 -4.128 -0.982
H: -2.278 -8.547 1.895
H: -2.817 -7.384 0.718
H: -2.936 -6.969 2.444
H: -0.176 -7.724 3.507
H: -1.075 -6.236 3.420
H: 1.607 -6.914 2.387
H: 1.367 -6.115 3.862
H: 0.388 -4.989 1.335
H: 3.004 -5.058 1.537
H: 2.558 -3.894 2.793
H: 3.080 -2.781 0.477
H: 1.876 -2.224 1.563
H: 1.342 -5.136 -0.570
H: 2.241 -4.029 -1.518
H: 0.559 -4.111 -1.784
C: 3.428 -11.811 5.394
O: 4.435 -10.873 5.197
C: 4.832 -10.566 3.886
C: 6.291 -10.051 3.664
N: 7.398 -10.959 3.896
C: 7.561 -11.531 5.224
C: 8.796 -12.388 5.305
O: 9.961 -11.583 4.940
C: 10.355 -10.652 5.939
H: 3.323 -12.136 6.429
H: 3.609 -12.723 4.825
H: 2.406 -11.572 5.097
H: 4.149 -9.762 3.612
H: 4.722 -11.442 3.246
H: 6.368 -9.267 4.417
H: 6.369 -9.649 2.654
H: 8.303 -10.855 3.460
H: 6.786 -12.250 5.489
H: 7.585 -10.724 5.956
H: 8.789 -13.163 4.539
H: 8.726 -12.789 6.316
H: 10.620 -11.152 6.870
H: 9.656 -9.829 6.086
H: 11.179 -10.129 5.453
C: 3.288 -2.649 7.928
O: 2.160 -3.487 8.335
C: 1.845 -3.426 9.707
C: 2.839 -4.005 10.753
N: 2.473 -3.725 12.134
C: 3.250 -4.608 13.013
C: 3.057 -4.246 14.532
O: 3.824 -5.098 15.356
C: 3.843 -4.700 16.750
H: 3.011 -1.603 8.057
H: 3.482 -2.769 6.862
H: 4.194 -2.769 8.523
H: 0.898 -3.921 9.922
H: 1.682 -2.382 9.976
H: 3.878 -3.700 10.626
H: 2.817 -5.083 10.589
H: 1.499 -3.527 12.315
H: 4.326 -4.472 12.902
H: 3.114 -5.680 12.867
H: 2.001 -4.103 14.760
H: 3.524 -3.266 14.632
H: 4.600 -3.935 16.921
H: 4.092 -5.624 17.272
H: 2.865 -4.344 17.075
C: 3.842 -8.601 6.672
O: 5.099 -9.041 6.345
H: 3.241 -8.011 5.981
H: 3.346 -9.531 6.950
H: 3.899 -8.107 7.642
H: 4.986 -9.994 6.309

Forces on atoms 1 to 6 (eV/Å):
C 1.2 2.7 -0.1
C 0.8 0.3 0.0
O 0.7 0.5 0.3
C 0.2 -1.0 -0.6
O -0.2 0.4 -0.2
O -1.3 -0.2 -0.7

Calculated values
net charge: 0
E_HOMO: -8.2 eV

=====

Entry 3:
The following is a quantum chemistry calculation of C41H37Cl2CoN5O4 as an isolated structure, from the Open Molecules 2025 dataset.

CARTESIAN COORDINATES (ANGSTROEM)
Co: 0.932 -1.351 -0.825
C: 1.435 -2.819 1.965
C: 2.901 -2.370 2.204
C: 3.413 -1.035 1.719
C: 3.764 -0.059 2.645
C: 4.412 1.087 2.217
C: 4.724 1.206 0.873
C: 4.325 0.195 0.021
N: 3.661 -0.888 0.422
N: 1.007 -3.226 0.604
C: -0.381 -3.689 0.680
C: -1.062 -3.648 -0.661
C: -2.274 -4.293 -0.860
C: -2.966 -4.064 -2.039
C: -2.417 -3.211 -2.981
C: -1.169 -2.667 -2.731
N: -0.508 -2.882 -1.597
C: 1.836 -4.285 0.030
C: 2.758 -3.807 -1.060
C: 3.880 -4.549 -1.399
C: 4.617 -4.190 -2.514
C: 4.214 -3.081 -3.243
C: 3.106 -2.374 -2.809
N: 2.386 -2.727 -1.746
H: 0.766 -2.005 2.255
H: 1.281 -3.673 2.646
H: 3.576 -3.122 1.786
H: 3.018 -2.370 3.288
H: 3.541 -0.207 3.693
H: 4.693 1.855 2.923
H: 5.243 2.073 0.490
H: 4.561 0.238 -1.038
H: -0.931 -2.999 1.320
H: -0.436 -4.693 1.125
H: -2.681 -4.943 -0.097
H: -3.928 -4.527 -2.210
H: -2.945 -2.968 -3.892
H: -0.670 -2.027 -3.446
H: 1.180 -5.014 -0.457
H: 2.390 -4.823 0.807
H: 4.144 -5.417 -0.809
H: 5.475 -4.772 -2.819
H: 4.743 -2.776 -4.134
H: 2.757 -1.503 -3.346
Cl: 0.743 5.833 -3.030
C: 0.749 4.309 -2.199
C: 0.955 4.284 -0.810
C: 1.000 3.087 -0.157
Cl: 1.239 3.059 1.553
C: 0.911 1.813 -0.831
O: 1.039 0.736 -0.199
C: 0.690 1.905 -2.249
C: 0.571 0.714 -3.021
O: 0.906 -0.431 -2.698
C: 0.591 3.150 -2.898
H: 1.074 5.210 -0.266
H: 0.153 0.861 -4.033
H: 0.438 3.182 -3.970
C: -1.501 5.382 3.035
C: -1.966 4.941 1.673
C: -1.995 5.867 0.639
C: -2.351 5.482 -0.644
C: -2.723 4.178 -0.884
C: -2.741 3.234 0.148
N: -3.146 1.942 -0.234
C: -3.614 0.914 0.578
C: -4.691 1.121 1.444
C: -5.182 0.081 2.211
C: -4.621 -1.185 2.127
C: -3.544 -1.399 1.282
C: -3.040 -0.373 0.499
C: -1.785 -0.538 -0.325
O: -1.760 -0.153 -1.503
O: -0.803 -1.045 0.312
C: -2.318 3.603 1.441
C: -2.167 2.603 2.557
H: -1.404 6.466 3.076
H: -0.521 4.950 3.252
H: -2.193 5.067 3.817
H: -1.722 6.897 0.834
H: -2.344 6.200 -1.454
H: -3.002 3.855 -1.880
H: -2.680 1.590 -1.064
H: -5.128 2.109 1.504
H: -6.021 0.253 2.873
H: -5.016 -1.996 2.725
H: -3.081 -2.378 1.238
H: -3.101 2.467 3.107
H: -1.399 2.924 3.257
H: -1.867 1.632 2.170

Forces on atoms 1 to 6 (eV/Å):
Co -1.5 -1.8 0.2
C 0.2 0.3 0.1
C -0.4 -0.2 -0.4
C -0.1 0.1 0.1
C -0.1 0.1 0.1
C 0.0 -0.1 0.0

Calculated values
2S+1: 2
net charge: 0
E_HOMO (spin up / spin down): -6.9 / -6.9 eV
energy above the lowest of the compared OMol25 structures with the same formula, charge and spin: 64.7 kJ/mol

=====

Entry 4:
The following is a quantum chemistry calculation of a 2-piece molecular cluster, C4H6O2 overall, from the Open Molecules 2025 dataset.

CARTESIAN COORDINATES (ANGSTROEM)
C: 1.728 0.446 -0.845
C: 1.530 1.450 -0.013
O: 1.332 2.343 0.701
H: 1.755 -0.564 -0.464
H: 1.955 0.645 -1.883
C: -1.064 -0.607 1.111
C: -1.600 -0.844 -0.079
O: -1.124 -0.540 -1.302
H: -0.119 -0.104 1.238
H: -1.596 -0.892 2.005
H: -2.554 -1.341 -0.161
H: -0.287 -0.056 -1.195

Forces on atoms 1 to 6 (eV/Å):
C 0.0 0.1 0.1
C 0.0 0.5 0.1
O 0.2 -0.7 -0.5
H 0.0 0.0 0.1
H 0.0 0.1 0.1
C 0.1 0.1 0.0

Calculated values
SMILES string: C=C=O.C=CO
net charge: 0
E_HOMO: -9.0 eV
energy above the lowest of the compared OMol25 structures with the same formula, charge and spin: 207.9 kJ/mol

=====

Entry 5:
The following is a quantum chemistry calculation of C4H4AgO2 as an isolated structure, from the Open Molecules 2025 dataset.

CARTESIAN COORDINATES (ANGSTROEM)
H: 2.539 0.394 -0.666
O: -2.001 1.743 -0.259
C: -1.823 0.354 -0.113
C: -0.411 0.028 -0.292
C: 0.740 -0.195 -0.662
H: -2.922 1.959 -0.085
H: -2.404 -0.220 -0.855
H: -2.129 -0.002 0.887
C: 1.928 -0.230 0.122
O: 2.422 -1.218 0.643
Ag: 4.061 -2.611 1.281

Forces on atoms 1 to 6 (eV/Å):
H 0.7 0.6 2.9
O 0.1 -0.1 0.0
C 0.1 0.1 0.3
C -1.1 0.2 -1.1
C -1.9 -0.6 3.0
H -0.1 0.0 0.0

Calculated values
net charge: +1
E_HOMO: -13.9 eV
energy above the lowest of the compared OMol25 structures with the same formula, charge and spin: 218.2 kJ/mol

=====

Entry 6:
The following is a quantum chemistry calculation of C20H25As2Br2N2OPt as an isolated structure, from the Open Molecules 2025 dataset.

CARTESIAN COORDINATES (ANGSTROEM)
Pt: -0.231 1.050 -0.043
C: 3.040 1.016 -1.279
C: 2.041 1.052 -2.395
C: 2.440 0.909 -3.737
C: 1.514 0.952 -4.743
C: 0.152 1.148 -4.432
C: -0.896 1.241 -5.374
Br: -0.550 0.957 -7.217
C: -2.176 1.522 -4.971
C: -2.474 1.648 -3.615
Br: -4.237 2.005 -3.046
C: -1.506 1.504 -2.619
O: -1.781 1.556 -1.353
C: -0.172 1.286 -3.064
N: 0.770 1.224 -2.086
H: 3.999 1.423 -1.593
H: 3.205 -0.017 -0.960
H: 2.656 1.584 -0.433
H: 3.488 0.766 -3.961
H: 1.811 0.845 -5.777
H: -2.964 1.647 -5.701
C: 1.487 1.983 3.099
As: 1.078 0.521 1.888
C: 2.781 -0.425 2.010
C: -0.111 -0.647 2.892
C: -0.042 -0.642 4.281
C: -0.914 -1.407 5.040
C: -1.867 -2.185 4.403
C: -1.932 -2.206 3.016
C: -1.051 -1.456 2.243
As: -1.158 -1.490 0.285
C: -2.236 -3.102 -0.053
C: 0.563 -2.356 -0.116
H: 2.050 1.630 3.961
H: 0.582 2.485 3.435
H: 2.100 2.707 2.563
H: 2.921 -0.678 3.060
H: 3.592 0.225 1.683
H: 2.790 -1.341 1.427
H: 0.689 -0.017 4.781
H: -0.857 -1.385 6.120
H: -2.571 -2.765 4.983
H: -2.675 -2.834 2.542
H: -1.867 -3.921 0.564
H: -2.104 -3.355 -1.103
H: -3.296 -2.940 0.130
H: 0.779 -3.135 0.615
H: 1.358 -1.615 -0.131
H: 0.511 -2.806 -1.107
N: -1.944 1.884 1.389
H: -2.099 2.864 1.180
H: -2.005 1.732 2.389
H: -2.681 1.358 0.929

Forces on atoms 1 to 6 (eV/Å):
Pt -1.8 1.5 -1.3
C 0.0 -0.1 0.0
C -0.1 0.1 0.2
C -0.1 0.0 -0.2
C 0.1 -0.1 0.2
C 0.0 0.1 0.1

Calculated values
net charge: +1
E_HOMO (spin up / spin down): -10.1 / -10.1 eV

=====

Entry 7:
The following is a quantum chemistry calculation of C4H8O3S as an isolated structure, from the Open Molecules 2025 dataset.

CARTESIAN COORDINATES (ANGSTROEM)
C: -1.229 0.006 1.247
C: -1.122 -1.461 0.924
C: 0.058 -0.556 0.774
C: 0.812 2.019 -1.511
O: -0.585 -0.693 -1.833
O: 1.788 -0.921 -1.154
O: 1.187 -0.593 1.532
S: 0.510 -0.264 -0.999
H: -1.779 0.636 0.566
H: -1.290 0.298 2.281
H: -1.123 -2.171 1.735
H: -1.587 -1.813 0.015
H: 1.883 2.096 -1.525
H: 0.318 2.084 -2.459
H: 0.324 2.506 -0.687
H: 1.835 -1.174 1.094

Forces on atoms 1 to 6 (eV/Å):
C 0.1 0.1 0.1
C -0.2 -0.2 -0.2
C 0.1 0.2 -1.2
C -0.4 -3.1 1.2
O -0.2 0.2 0.1
O 0.2 0.1 0.2

Calculated values
net charge: 0
E_HOMO: -9.5 eV
energy above the lowest of the compared OMol25 structures with the same formula, charge and spin: 324.8 kJ/mol

=====

Entry 8:
The following is a quantum chemistry calculation of one molecule with the formula C3H5FN2S, from the Open Molecules 2025 dataset.

CARTESIAN COORDINATES (ANGSTROEM)
N: 1.722 0.288 1.882
C: 0.961 -0.461 1.099
C: 0.162 -0.059 0.053
F: 0.241 1.185 -0.231
C: -0.918 -0.762 -0.801
N: -1.391 -0.339 -1.902
S: -1.369 1.216 -2.445
H: 2.091 -0.219 2.704
H: 1.382 1.361 2.144
H: 0.968 -1.581 1.272
H: -1.332 -1.790 -0.484
H: -2.518 1.161 -3.292

Forces on atoms 1 to 6 (eV/Å):
N 0.8 4.3 3.1
C -3.3 -3.5 -2.7
C -0.6 -3.9 1.3
F 0.2 4.3 -0.9
C 1.5 -1.3 1.1
N -1.3 -0.4 0.9

Calculated values
SMILES string: N/C=C(F)/C=N\S
net charge: 0
E_HOMO: -7.7 eV
energy above the lowest of the compared OMol25 structures with the same formula, charge and spin: 234.0 kJ/mol

=====

Entry 9:
The following is a quantum chemistry calculation of a 12-piece molecular cluster, C31H68Cl10O18P2 overall, from the Open Molecules 2025 dataset.

CARTESIAN COORDINATES (ANGSTROEM)
C: 1.236 -1.956 -5.072
Cl: 2.051 -1.472 -6.545
Cl: -0.370 -2.690 -5.288
H: 1.846 -2.760 -4.661
H: 1.164 -1.211 -4.279
C: -6.035 -0.464 -0.628
Cl: -6.996 -1.815 -1.197
Cl: -6.475 1.157 -1.285
H: -6.206 -0.364 0.444
H: -4.986 -0.760 -0.607
C: 2.532 4.477 -3.961
Cl: 1.363 5.823 -4.072
Cl: 3.672 4.650 -2.525
H: 1.941 3.580 -3.779
H: 3.143 4.368 -4.857
C: -4.591 -2.271 3.936
Cl: -5.472 -3.836 3.991
Cl: -5.508 -0.977 3.145
H: -4.404 -1.963 4.965
H: -3.539 -2.399 3.677
C: -3.818 2.969 0.310
Cl: -4.490 4.475 -0.411
Cl: -4.925 2.362 1.583
H: -3.798 2.147 -0.406
H: -2.823 3.002 0.754
C: 5.614 -0.269 -6.000
O: 5.720 0.444 -4.820
P: 4.515 0.376 -3.675
O: 3.340 1.227 -4.097
O: 4.192 -1.251 -3.458
C: 5.233 -2.107 -3.016
O: 5.271 0.873 -2.277
C: 4.413 0.913 -1.144
H: 4.572 -0.304 -6.318
H: 5.956 -1.294 -5.857
H: 6.160 0.044 -6.890
H: 4.952 -2.721 -2.160
H: 6.125 -1.541 -2.746
H: 5.585 -2.746 -3.826
H: 3.474 0.367 -1.231
H: 4.206 1.826 -0.586
H: 5.044 0.525 -0.344
C: 1.362 5.776 3.361
O: 0.357 4.808 3.151
P: 0.686 3.701 2.029
O: -0.510 3.054 1.489
O: 1.546 4.482 0.930
C: 0.954 4.784 -0.321
O: 1.685 2.732 2.711
C: 1.976 1.455 2.186
H: 2.240 5.628 2.732
H: 1.836 5.669 4.336
H: 0.979 6.796 3.307
H: 1.003 3.887 -0.938
H: 1.368 5.660 -0.819
H: -0.116 4.957 -0.209
H: 1.771 0.715 2.960
H: 3.057 1.437 2.044
H: 1.454 1.278 1.245
O: 1.808 0.202 6.477
C: 0.912 0.293 5.632
O: 0.223 1.353 5.317
C: 0.468 2.658 5.879
C: -0.216 2.755 7.265
C: 0.415 -0.929 4.939
H: -0.020 3.382 5.226
H: 1.538 2.864 5.852
H: -1.275 3.011 7.271
H: 0.247 3.469 7.946
H: -0.142 1.761 7.708
H: -0.311 -1.413 5.593
H: 1.171 -1.714 4.922
H: -0.043 -0.787 3.961
O: -3.077 -2.974 1.202
C: -3.536 -3.709 0.324
O: -2.828 -4.054 -0.698
C: -1.470 -3.831 -0.839
C: -1.043 -4.668 -2.052
C: -4.918 -4.192 0.154
H: -0.933 -4.211 0.030
H: -1.196 -2.776 -0.807
H: -1.722 -4.687 -2.904
H: -0.837 -5.651 -1.631
H: -0.108 -4.237 -2.412
H: -5.611 -3.362 0.296
H: -5.129 -5.036 0.811
H: -5.220 -4.593 -0.814
O: -2.405 -1.102 -3.787
C: -3.616 -0.895 -3.637
O: -4.212 0.342 -3.625
C: -3.447 1.476 -3.893
C: -4.400 2.658 -4.077
C: -4.565 -2.042 -3.369
H: -2.926 1.321 -4.838
H: -2.612 1.676 -3.221
H: -5.162 2.601 -4.854
H: -3.784 3.486 -4.430
H: -4.937 2.948 -3.173
H: -5.615 -1.760 -3.435
H: -4.343 -2.372 -2.354
H: -4.345 -2.848 -4.069
O: 3.421 -1.874 0.791
C: 2.836 -2.748 1.414
O: 3.133 -3.246 2.650
C: 4.269 -2.710 3.358
C: 4.588 -3.465 4.628
C: 1.556 -3.429 0.902
H: 3.959 -1.725 3.706
H: 5.169 -2.619 2.751
H: 3.842 -3.347 5.414
H: 5.534 -2.983 4.876
H: 4.675 -4.514 4.345
H: 0.691 -2.872 1.262
H: 1.590 -4.440 1.309
H: 1.582 -3.405 -0.187
O: -2.512 0.165 -0.395
C: -1.510 -0.108 0.310
O: -0.187 -0.124 -0.026
C: 0.253 -0.018 -1.423
C: 0.521 1.426 -1.780
C: -1.768 -0.409 1.826
H: -0.432 -0.449 -2.154
H: 1.132 -0.634 -1.614
H: -0.333 2.021 -1.455
H: 0.878 1.662 -2.782
H: 1.370 1.652 -1.134
H: -2.842 -0.596 1.836
H: -1.539 0.387 2.534
H: -1.190 -1.265 2.174

Forces on atoms 1 to 6 (eV/Å):
C 0.3 -1.3 1.0
Cl -0.3 0.4 0.0
Cl 0.2 0.2 -0.3
H 0.0 0.1 -0.1
H 0.0 0.5 -0.7
C -0.3 0.1 1.3

Calculated values
2S+1: 2
net charge: +1
E_HOMO (spin up / spin down): -12.2 / -12.2 eV

=====

Entry 10:
The following is a quantum chemistry calculation of C5H8O as an isolated structure, from the Open Molecules 2025 dataset.

CARTESIAN COORDINATES (ANGSTROEM)
O: 1.268 -1.135 1.101
C: 0.909 -0.828 -0.189
C: -0.566 -0.792 -0.508
C: -1.172 0.450 0.134
C: -0.085 1.501 0.046
C: 1.188 1.275 -0.248
H: 0.851 -0.491 1.692
H: 1.493 -1.470 -0.856
H: -0.688 -0.749 -1.595
H: -1.026 -1.721 -0.149
H: -2.087 0.771 -0.376
H: -1.452 0.272 1.183
H: -0.357 2.537 0.252
H: 1.702 0.282 -0.560

Forces on atoms 1 to 6 (eV/Å):
O -0.1 0.2 0.1
C -0.1 -0.2 -0.1
C 0.1 0.0 0.0
C 0.0 0.0 0.0
C 0.2 0.0 0.0
C -0.5 0.1 0.1

Calculated values
net charge: 0
E_HOMO: -8.5 eV
energy above the lowest of the compared OMol25 structures with the same formula, charge and spin: 421.9 kJ/mol

=====

Values for maximum force, eV Å⁻¹, ordered as above
8.0; 12.5; 2.4; 0.8; 7.1; 2.7; 3.3; 5.5; 3.6; 0.5